{"formula": "C10H16FN4O5S", "method": "wB97M-V/def2-TZVPD", "homo_ha": -0.483, "total_charge": 1, "species": ["N", "C", "N", "N", "C", "S", "N", "C", "C", "C", "C", "O", "C", "O", "H", "H", "H", "H", "H", "H", "H", "H", "H", "H", "H", "H", "H", "C", "C", "O", "C", "O", "O", "F", "H", "H", "H"], "coordinates": [[4.01, -1.58, 1.02], [3.47, -0.32, 0.46], [4.23, 0.51, -0.47], [5.24, -0.25, -1.14], [4.70, -1.08, -2.00], [4.16, -2.53, -2.61], [2.24, 0.03, 0.84], [1.51, 1.26, 0.43], [0.02, 0.95, -0.11], [0.00, 0.00, -1.40], [-0.85, -1.36, -1.14], [0.07, -2.48, -1.36], [-0.10, -3.38, -0.27], [0.72, -3.34, 0.69], [3.49, -2.35, 0.57], [3.81, -1.60, 2.03], [3.63, 0.86, -1.24], [1.74, -0.62, 1.48], [1.36, 1.91, 1.37], [2.05, 1.92, -0.31], [-0.41, 1.97, -0.44], [-0.63, 0.52, 0.73], [-0.58, 0.56, -2.23], [1.05, -0.26, -1.81], [-1.24, -1.40, -0.06], [-1.74, -1.45, -1.86], [-0.92, -4.17, -0.27], [-4.98, 1.76, 0.48], [-4.20, 1.11, 1.57], [-2.87, 1.45, 1.28], [-2.94, 2.66, 0.64], [-2.00, 3.39, 0.47], [-4.21, 2.93, 0.21], [-4.32, -0.24, 1.51], [-5.04, 1.15, -0.43], [-5.99, 2.03, 0.79], [-4.46, 1.45, 2.58]]}

=====

{"formula": "C35H47BrCdN4P2", "method": "wB97M-V/def2-TZVPD", "homo_ha": -0.471, "total_charge": 2, "species": ["N", "C", "C", "C", "C", "C", "C", "Cd", "P", "C", "C", "C", "C", "C", "C", "C", "Br", "H", "H", "H", "H", "H", "H", "H", "H", "H", "H", "P", "C", "C", "H", "H", "H", "H", "H", "C", "C", "H", "H", "H", "H", "H", "C", "C", "H", "H", "H", "H", "H", "C", "C", "H", "H", "H", "H", "H", "C", "C", "H", "H", "H", "H", "H", "C", "C", "H", "H", "H", "H", "H", "N", "C", "C", "C", "C", "C", "C", "C", "N", "C", "C", "N", "C", "H", "H", "H", "H", "H", "H", "H"], "coordinates": [[-4.98, -1.05, 2.48], [-4.10, -0.17, 2.99], [-3.53, 0.86, 2.23], [-3.88, 1.01, 0.87], [-4.82, 0.07, 0.36], [-5.35, -0.92, 1.20], [-3.32, 2.02, 0.01], [0.81, -0.49, -0.48], [2.40, 0.68, -1.96], [-3.41, 2.05, -1.36], [-2.41, 2.69, -2.20], [-2.32, 2.40, -3.59], [-1.28, 2.90, -4.37], [-0.26, 3.64, -3.76], [-0.36, 4.02, -2.42], [-1.41, 3.52, -1.64], [1.27, 4.19, -4.80], [-2.69, 2.77, 0.50], [-4.13, 1.43, -1.89], [-2.76, 1.50, 2.69], [-5.09, 0.06, -0.69], [-3.83, -0.29, 4.05], [-6.09, -1.63, 0.82], [-3.09, 1.75, -4.03], [-1.44, 3.77, -0.58], [-1.25, 2.71, -5.44], [0.38, 4.68, -1.99], [-0.43, -2.63, -1.05], [2.93, 2.28, -1.24], [3.59, 3.25, -2.21], [3.61, 2.05, -0.40], [2.01, 2.72, -0.81], [3.95, 4.12, -1.66], [4.44, 2.81, -2.74], [2.86, 3.61, -2.96], [1.82, 0.89, -3.69], [2.91, 0.91, -4.75], [1.26, 1.84, -3.72], [1.08, 0.09, -3.88], [2.46, 1.15, -5.72], [3.67, 1.68, -4.56], [3.40, -0.07, -4.84], [3.75, -0.57, -1.96], [5.13, 0.03, -2.17], [3.51, -1.31, -2.75], [3.68, -1.10, -1.00], [5.88, -0.77, -2.10], [5.22, 0.49, -3.16], [5.36, 0.78, -1.41], [0.50, -4.07, -0.39], [1.97, -4.15, -0.81], [-0.04, -4.97, -0.73], [0.41, -4.03, 0.70], [2.40, -5.09, -0.43], [2.09, -4.16, -1.90], [2.57, -3.33, -0.41], [-0.44, -2.98, -2.86], [-1.35, -2.08, -3.70], [-0.75, -4.04, -2.96], [0.61, -2.91, -3.20], [-1.21, -2.32, -4.76], [-2.41, -2.26, -3.48], [-1.14, -1.01, -3.56], [-2.16, -3.03, -0.60], [-2.42, -3.26, 0.88], [-2.45, -3.92, -1.18], [-2.78, -2.19, -0.96], [-3.48, -3.47, 1.04], [-1.86, -4.12, 1.26], [-2.16, -2.39, 1.49], [-0.88, 1.74, 10.28], [-0.57, 1.46, 9.18], [-0.19, 1.06, 7.85], [-0.77, 1.68, 6.73], [-0.42, 1.28, 5.44], [0.49, 0.23, 5.26], [1.11, -0.36, 6.37], [0.77, 0.05, 7.66], [0.76, -0.26, 3.97], [1.56, -1.37, 3.66], [1.55, -1.50, 2.31], [0.77, -0.48, 1.76], [0.26, 0.21, 2.79], [-1.49, 2.49, 6.89], [-0.84, 1.78, 4.57], [1.87, -1.13, 6.26], [1.24, -0.40, 8.54], [2.07, -1.93, 4.41], [2.06, -2.23, 1.69], [-0.40, 1.08, 2.74]]}

=====

{"formula": "C4H12NS", "method": "wB97M-V/def2-TZVPD", "homo_ha": -0.476, "de_lowest_kj_mol": 78.9, "smiles": "CSCCC[NH3+]", "total_charge": 1, "species": ["C", "C", "C", "S", "C", "N", "H", "H", "H", "H", "H", "H", "H", "H", "H", "H", "H", "H"], "coordinates": [[-0.56, -1.32, 0.00], [-0.84, -0.02, 0.75], [0.28, 1.06, 0.97], [1.37, 1.06, -0.50], [0.08, 1.66, -1.64], [0.82, -1.83, 0.44], [-0.45, -1.15, -1.10], [-1.28, -2.05, 0.18], [-1.74, 0.33, 0.11], [-1.30, -0.19, 1.71], [-0.09, 2.07, 1.20], [0.83, 0.71, 1.88], [0.40, 2.15, -2.59], [-0.68, 0.87, -1.75], [-0.27, 2.57, -1.15], [0.98, -1.96, 1.40], [1.48, -1.18, 0.05], [0.97, -2.78, 0.03]]}

=====

{"formula": "C4H6O2", "method": "wB97M-V/def2-TZVPD", "homo_ha": -0.320, "de_lowest_kj_mol": 552.6, "total_charge": 0, "species": ["C", "C", "O", "C", "C", "O", "H", "H", "H", "H", "H", "H"], "coordinates": [[-0.09, 1.73, -0.30], [0.46, 0.45, 0.25], [1.60, 0.34, 0.77], [-0.32, -0.80, 0.39], [-0.56, -1.71, -0.55], [1.74, -0.98, 1.19], [-0.81, 2.15, 0.41], [0.67, 2.48, -0.51], [-0.65, 1.49, -1.21], [-0.74, -0.89, 1.39], [-0.02, -1.75, -1.49], [-1.27, -2.51, -0.35]]}

=====

{"formula": "C12H12BrErF2N3O2S", "method": "wB97M-V/def2-TZVPD", "homo_ha": [-0.455, -0.456], "s2": 3.7527, "total_charge": 1, "spin_multiplicity": 4, "species": ["Er", "O", "C", "C", "C", "N", "C", "Br", "C", "H", "H", "H", "H", "O", "S", "N", "F", "C", "F", "H", "C", "C", "C", "C", "N", "C", "C", "H", "H", "H", "H", "H", "H", "H"], "coordinates": [[0.17, -0.09, 2.03], [-1.53, -5.70, -0.75], [-1.10, -4.51, -0.36], [-1.07, -3.37, -1.18], [-0.62, -2.19, -0.65], [-0.20, -2.05, 0.61], [-0.23, -3.15, 1.37], [0.38, -2.87, 3.16], [-0.66, -4.38, 0.96], [-1.82, -5.70, -1.67], [-1.39, -3.42, -2.21], [-0.59, -1.29, -1.25], [-0.67, -5.24, 1.62], [1.44, 0.76, 3.53], [2.73, 0.22, 2.90], [2.37, -0.53, 1.68], [-1.49, -0.34, 3.43], [-1.88, 0.83, 2.60], [-1.98, 0.07, 1.32], [-2.93, 0.98, 2.86], [1.12, 4.37, -2.85], [0.86, 3.34, -1.81], [1.46, 2.08, -1.86], [1.23, 1.17, -0.85], [0.43, 1.43, 0.20], [-0.17, 2.63, 0.24], [0.03, 3.60, -0.72], [1.59, 3.94, -3.73], [1.79, 5.13, -2.45], [0.20, 4.88, -3.14], [2.11, 1.81, -2.68], [1.71, 0.20, -0.85], [-0.81, 2.81, 1.10], [-0.47, 4.55, -0.63]]}

=====

{"formula": "H26O13", "method": "wB97M-V/def2-TZVPD", "homo_ha": -0.310, "de_lowest_kj_mol": 3714.7, "total_charge": 0, "species": ["O", "H", "H", "O", "H", "H", "O", "H", "H", "O", "H", "H", "O", "H", "H", "O", "H", "H", "O", "H", "H", "O", "H", "H", "O", "H", "H", "O", "H", "H", "O", "H", "H", "O", "H", "H", "O", "H", "H"], "coordinates": [[2.23, 0.84, -2.07], [2.49, 0.02, -2.50], [1.35, 0.66, -1.74], [-1.27, -0.90, 0.45], [-0.66, -1.62, 0.27], [-2.14, -1.28, 0.32], [-2.69, 0.43, -0.15], [-3.18, 0.00, -0.84], [-2.10, -0.25, 0.19], [-0.52, 1.38, 0.51], [-1.02, 1.73, -0.23], [-1.18, 1.12, 1.15], [-1.48, 0.35, 1.85], [-1.23, -0.37, 1.26], [-2.30, 0.68, 1.48], [0.11, -2.01, 0.69], [0.84, -2.62, 0.73], [0.43, -1.23, 1.15], [-0.94, -1.09, -1.81], [-0.67, -0.65, -1.00], [-1.57, -1.75, -1.52], [-0.84, 2.28, -1.11], [-0.22, 1.66, -1.50], [-1.65, 2.15, -1.60], [1.22, -0.42, 1.48], [0.65, -0.05, 2.14], [1.87, -0.93, 1.97], [1.32, 1.61, 0.74], [1.46, 2.04, -0.10], [0.37, 1.64, 0.87], [0.35, -0.07, -0.55], [1.05, 0.11, 0.08], [-0.43, 0.34, -0.18], [1.03, -1.74, -1.23], [0.28, -1.98, -1.77], [0.70, -1.06, -0.64], [3.08, 0.51, 0.88], [2.21, 0.87, 1.06], [3.04, -0.38, 1.24]]}

=====

{"formula": "C2H6N4S", "method": "wB97M-V/def2-TZVPD", "homo_ha": -0.310, "de_lowest_kj_mol": 633.1, "total_charge": 0, "species": ["C", "C", "H", "H", "H", "H", "H", "H", "N", "N", "N", "N", "S"], "coordinates": [[1.54, -0.69, 0.20], [-0.62, -0.96, -0.21], [1.87, 1.13, -0.78], [3.31, 2.12, 0.81], [3.61, -0.97, 0.27], [1.49, -1.71, 0.72], [-0.28, -2.05, -0.37], [-3.93, 0.12, -0.37], [2.99, 1.15, -0.33], [2.88, -0.23, 0.27], [0.44, -0.12, -0.23], [-1.94, -0.93, -0.09], [-2.63, 0.76, 0.16]]}

=====

{"formula": "C11H25N3O5S3", "method": "wB97M-V/def2-TZVPD", "homo_ha": [-0.211, -0.211], "s2": 0.7541, "total_charge": -1, "spin_multiplicity": 2, "species": ["C", "C", "N", "S", "O", "O", "N", "S", "O", "O", "S", "H", "H", "H", "H", "H", "H", "H", "C", "C", "C", "C", "C", "C", "N", "O", "C", "C", "C", "H", "H", "H", "H", "H", "H", "H", "H", "H", "H", "H", "H", "H", "H", "H", "H", "H", "H"], "coordinates": [[-0.60, 3.83, 0.07], [-0.93, 2.78, -1.03], [0.24, 1.99, -1.48], [0.86, 2.69, -2.93], [2.22, 2.10, -3.12], [-0.05, 2.24, -4.00], [0.84, 4.34, -2.62], [1.90, 5.17, -3.61], [1.76, 6.61, -3.24], [1.65, 5.02, -5.07], [3.93, 4.71, -3.16], [-0.62, 3.40, 1.08], [-1.28, 4.69, -0.03], [0.42, 4.24, -0.09], [-1.65, 2.06, -0.59], [-1.44, 3.22, -1.89], [0.98, 2.11, -0.79], [3.76, 3.85, -2.10], [-0.83, -2.02, 3.33], [-1.42, -1.83, 1.91], [-1.93, -3.16, 1.31], [-0.86, -4.05, 0.69], [0.03, -3.25, -0.26], [0.63, -2.02, 0.43], [-0.41, -1.16, 1.06], [-1.04, -0.54, 0.09], [1.66, -2.52, 1.47], [1.47, -1.22, -0.57], [-2.68, -0.97, 2.16], [0.26, -1.95, 3.37], [-1.17, -1.23, 4.01], [-1.11, -2.98, 3.76], [-2.65, -2.93, 0.52], [-2.48, -3.72, 2.06], [-0.27, -4.54, 1.47], [-1.34, -4.86, 0.13], [0.82, -3.88, -0.64], [-0.56, -2.94, -1.13], [2.10, -1.69, 2.03], [2.47, -3.05, 0.97], [1.24, -3.23, 2.19], [0.90, -0.90, -1.44], [2.30, -1.82, -0.93], [1.90, -0.33, -0.09], [-2.42, 0.03, 2.51], [-3.29, -1.45, 2.92], [-3.30, -0.87, 1.27]]}

=====

What did the eighth record say?
{"formula": "C11H25N3O5S3", "method": "wB97M-V/def2-TZVPD", "homo_ha": [-0.211, -0.211], "s2": 0.7541, "total_charge": -1, "spin_multiplicity": 2, "species": ["C", "C", "N", "S", "O", "O", "N", "S", "O", "O", "S", "H", "H", "H", "H", "H", "H", "H", "C", "C", "C", "C", "C", "C", "N", "O", "C", "C", "C", "H", "H", "H", "H", "H", "H", "H", "H", "H", "H", "H", "H", "H", "H", "H", "H", "H", "H"], "coordinates": [[-0.60, 3.83, 0.07], [-0.93, 2.78, -1.03], [0.24, 1.99, -1.48], [0.86, 2.69, -2.93], [2.22, 2.10, -3.12], [-0.05, 2.24, -4.00], [0.84, 4.34, -2.62], [1.90, 5.17, -3.61], [1.76, 6.61, -3.24], [1.65, 5.02, -5.07], [3.93, 4.71, -3.16], [-0.62, 3.40, 1.08], [-1.28, 4.69, -0.03], [0.42, 4.24, -0.09], [-1.65, 2.06, -0.59], [-1.44, 3.22, -1.89], [0.98, 2.11, -0.79], [3.76, 3.85, -2.10], [-0.83, -2.02, 3.33], [-1.42, -1.83, 1.91], [-1.93, -3.16, 1.31], [-0.86, -4.05, 0.69], [0.03, -3.25, -0.26], [0.63, -2.02, 0.43], [-0.41, -1.16, 1.06], [-1.04, -0.54, 0.09], [1.66, -2.52, 1.47], [1.47, -1.22, -0.57], [-2.68, -0.97, 2.16], [0.26, -1.95, 3.37], [-1.17, -1.23, 4.01], [-1.11, -2.98, 3.76], [-2.65, -2.93, 0.52], [-2.48, -3.72, 2.06], [-0.27, -4.54, 1.47], [-1.34, -4.86, 0.13], [0.82, -3.88, -0.64], [-0.56, -2.94, -1.13], [2.10, -1.69, 2.03], [2.47, -3.05, 0.97], [1.24, -3.23, 2.19], [0.90, -0.90, -1.44], [2.30, -1.82, -0.93], [1.90, -0.33, -0.09], [-2.42, 0.03, 2.51], [-3.29, -1.45, 2.92], [-3.30, -0.87, 1.27]]}

=====

Q: Number 5 is which compound?
A: C12H12BrErF2N3O2S